ORCA calculation (ωB97M-V/def2-TZVPD) on C35H29F3N3P2Pb as an isolated structure.

Values from the calculation:
E_LUMO: -10.94 eV
frontier orbital gap: 5.5 eV
highest occupied orbital energy: -16.4877 eV
energy above the lowest of the compared OMol25 structures with the same formula, charge and spin: 58.5 kcal per mole

The geometry in ORCA input format:
```
! wB97M-V def2-TZVPD RIJCOSX def2/J DEFGRID3
* xyz 3 1
Pb 0.960 0.055 -1.064
N -0.914 -0.318 1.531
P 0.237 -1.568 1.282
C 0.679 -1.996 2.972
C 1.741 -1.357 3.615
C 1.972 -1.606 4.956
C 1.151 -2.487 5.651
C 0.102 -3.128 5.004
C -0.137 -2.901 3.659
C -0.613 -2.965 0.551
C -1.876 -2.849 -0.030
C -2.471 -3.977 -0.569
C -1.794 -5.190 -0.575
C -0.536 -5.303 0.008
C 0.068 -4.188 0.557
P -1.134 1.064 0.593
C -1.156 2.403 1.766
C -2.039 3.472 1.569
C -2.037 4.524 2.467
C -1.138 4.536 3.527
C -0.250 3.478 3.713
C -0.245 2.416 2.831
C -2.687 0.964 -0.306
C -3.816 0.460 0.343
C -5.019 0.444 -0.343
C -5.099 0.922 -1.646
C -3.976 1.445 -2.274
C -2.763 1.462 -1.605
H -1.052 -0.142 2.525
H 2.390 -0.681 3.069
H 2.799 -1.126 5.461
H 1.335 -2.680 6.700
H -0.534 -3.815 5.548
H -0.952 -3.405 3.156
H -2.399 -1.901 -0.040
H -3.468 -3.908 -0.984
H -2.239 -6.051 -1.056
H -0.023 -6.255 0.024
H 1.058 -4.263 0.995
H -2.733 3.464 0.738
H -2.736 5.339 2.340
H -1.122 5.377 4.207
H 0.440 3.494 4.545
H 0.457 1.603 2.979
H -3.770 0.103 1.364
H -5.901 0.062 0.153
H -6.044 0.891 -2.171
H -4.050 1.843 -3.277
H -1.884 1.888 -2.075
C 0.407 2.154 -5.135
C 1.679 2.601 -5.460
C 2.713 2.401 -4.559
C 2.462 1.764 -3.351
N 1.218 1.374 -3.034
C 0.222 1.552 -3.907
C 3.549 1.379 -2.420
C 4.863 1.798 -2.585
C 5.858 1.297 -1.759
C 5.524 0.380 -0.773
C 4.196 0.038 -0.628
N 3.239 0.534 -1.420
H -0.422 2.256 -5.821
H 1.868 3.080 -6.411
H 3.710 2.717 -4.824
H -0.752 1.172 -3.625
H 5.121 2.511 -3.352
H 6.883 1.616 -1.890
H 6.270 -0.061 -0.128
H 3.880 -0.661 0.138
F -1.033 -1.592 -2.742
C 0.298 -1.654 -2.641
F 0.819 -1.446 -3.837
F 0.647 -2.858 -2.218
*
```